A) ORCA calculation (wB97M-V/def2-TZVPD) on 2 unconnected molecules or ions with the total composition C4H12O3.

Each line ends with the Löwdin charge.
CARTESIAN COORDINATES (ANGSTROEM)
O (-2.542, -1.257, 0.874)  -0.0811
C (-1.292, -0.833, 0.290)  -0.2575
C (-0.089, -1.316, 1.070)  -0.1888
C (1.156, -0.418, 0.919)  -0.1809
C (1.350, 0.151, -0.483)  -0.2752
O (1.304, -0.870, -1.478)  -0.0660
H (-2.388, -2.098, 1.314)  0.0723
H (-1.279, -1.188, -0.738)  0.1087
H (-1.386, 0.255, 0.319)  0.1147
H (0.210, -2.298, 0.666)  0.1168
H (-0.256, -1.471, 2.143)  0.1166
H (2.058, -0.986, 1.124)  0.1080
H (1.071, 0.437, 1.601)  0.1179
H (2.335, 0.635, -0.561)  0.1168
H (0.671, 0.977, -0.675)  0.0942
H (0.608, -0.680, -2.113)  0.0817
O (-0.288, 3.844, -1.146)  -0.0647
H (-0.246, 3.921, -2.106)  0.0342
H (-0.998, 3.194, -1.020)  0.0324

The orbital gap comes out at 10.7317 eV. As for the structure (SMILES): OCCCCO.O. Its total charge is 0.

---

B) ORCA calculation (wB97M-V/def2-TZVPD) on a molecular structure, C4H12O3.

Each line ends with the Löwdin charge.
CARTESIAN COORDINATES (ANGSTROEM)
C (-2.082, -0.431, 0.156)  -0.2326
C (-0.905, 0.312, 0.244)  -0.0915
C (-1.022, 1.786, 0.609)  0.0103
C (0.458, -0.303, 0.136)  -0.0454
O (-3.261, -0.109, 0.269)  0.0972
H (-1.859, -1.483, -0.045)  0.1322
H (-3.517, -1.240, -2.922)  0.0456
H (-0.658, 2.394, -0.197)  0.0981
H (-2.106, 1.959, 0.742)  0.0830
H (-0.480, 2.035, 1.590)  0.1443
H (1.061, 0.231, -0.568)  0.1033
H (1.014, -0.374, 1.102)  0.1419
H (0.369, -1.344, -0.229)  0.0912
H (3.525, -2.017, -0.738)  -0.0205
H (-3.615, -0.941, -2.193)  0.0115
O (2.742, -1.493, -0.423)  -0.3394
H (4.057, 0.672, 1.197)  -0.0268
H (3.104, -0.274, 0.358)  -0.0376
O (3.176, 0.620, 0.911)  -0.1649

The orbital gap comes out at 3.7707 eV. Its total charge is 0.

---

Most stable to least stable: A), B)

---

A) ORCA calculation (wB97M-V/def2-TZVPD) on a molecular structure, C4H12O3.

Each line ends with the Löwdin charge.
CARTESIAN COORDINATES (ANGSTROEM)
C (-1.087, 0.379, 1.143)  -0.3053
C (-0.857, 1.347, -0.820)  -0.0717
C (0.274, 0.618, 1.739)  -0.0382
O (-1.513, -0.818, 0.958)  -0.0325
H (-0.889, -1.272, 0.035)  0.0649
H (-1.852, 1.115, 1.401)  0.1300
H (0.500, 1.682, 1.798)  0.0832
H (-1.900, 1.360, -1.132)  0.0467
H (-0.622, 2.241, -0.248)  0.0419
H (-0.231, 1.426, -1.719)  0.0501
H (1.060, 0.119, 1.172)  0.0702
H (0.263, 0.207, 2.753)  0.0956
C (1.063, -1.696, -0.871)  -0.3298
O (-0.254, -1.239, -1.008)  -0.1686
O (2.014, -0.651, -0.967)  -0.0484
H (2.004, -0.313, -1.870)  0.0911
H (-0.446, 0.090, -0.833)  0.0738
H (1.238, -2.453, -1.644)  0.1222
H (1.233, -2.142, 0.115)  0.1246

The orbital gap comes out at 10.1288 eV. Its total charge is 0.

---

B) ORCA calculation (wB97M-V/def2-TZVPD) on 2 unconnected molecules or ions with the total composition C4H12O3.

Each line ends with the Löwdin charge.
CARTESIAN COORDINATES (ANGSTROEM)
O (0.540, 2.346, -1.469)  -0.0707
C (0.388, 1.155, -0.686)  -0.2763
C (-0.451, 0.074, -1.365)  -0.1975
C (-1.020, -0.971, -0.424)  -0.1927
C (0.006, -1.685, 0.449)  -0.2653
O (1.019, -2.274, -0.366)  -0.0666
H (0.509, 2.016, -2.381)  0.0809
H (1.367, 0.800, -0.355)  0.1149
H (-0.180, 1.460, 0.199)  0.1045
H (0.110, -0.395, -2.173)  0.1165
H (-1.318, 0.632, -1.737)  0.1214
H (-1.521, -1.703, -1.060)  0.1162
H (-1.730, -0.546, 0.291)  0.1212
H (-0.541, -2.486, 0.953)  0.1160
H (0.436, -0.958, 1.140)  0.0994
H (1.741, -2.513, 0.228)  0.0869
O (-0.184, 1.680, 2.940)  -0.0532
H (0.431, 2.280, 3.364)  0.0353
H (0.397, 1.089, 2.452)  0.0089

The orbital gap comes out at 10.9102 eV. As for the structure (SMILES): OCCCCO.O. Its total charge is 0.

---

C) ORCA calculation (wB97M-V/def2-TZVPD) on 3 unconnected molecules or ions with the total composition C4H12O3.

Each line ends with the Löwdin charge.
CARTESIAN COORDINATES (ANGSTROEM)
C (-1.592, -1.432, -0.155)  -0.1083
C (-0.652, -0.421, -0.771)  -0.1713
C (-0.630, 0.817, -0.273)  -0.3495
C (-0.228, 2.123, -1.012)  -0.0276
O (-0.668, 1.096, 1.124)  -0.0162
H (-2.664, -1.243, -0.511)  0.0959
H (-1.165, -2.448, -0.366)  0.0830
H (-1.656, -1.210, 0.968)  0.0789
H (0.146, -0.715, -1.527)  0.1238
H (0.821, 2.480, -0.682)  0.1116
H (-0.078, 1.797, -2.059)  0.0849
H (-1.056, 2.735, -0.938)  0.0489
H (-0.023, 1.790, 1.261)  0.0872
O (1.052, -1.532, 2.126)  -0.0746
H (0.233, -1.036, 1.872)  0.0128
H (0.660, -2.082, 2.816)  0.0373
O (2.537, -0.010, -0.926)  -0.0249
H (1.808, -0.590, -0.701)  -0.0006
H (3.155, -0.119, -0.246)  0.0087

The orbital gap comes out at 9.0284 eV. As for the structure (SMILES): C/C=C(/C)O.O.O. Its total charge is 0.

---

D) ORCA calculation (wB97M-V/def2-TZVPD) on 2 unconnected molecules or ions with the total composition C4H12O3.

Each line ends with the Löwdin charge.
CARTESIAN COORDINATES (ANGSTROEM)
C (-0.289, -2.069, -1.377)  -0.0411
C (0.432, -0.936, -0.751)  -0.4520
O (0.458, 0.212, -1.610)  -0.0374
C (0.017, -0.577, 0.673)  -0.1357
C (0.758, 0.519, 1.473)  -0.2511
O (-0.147, 1.431, 2.056)  -0.1032
H (0.087, -2.192, -2.294)  0.0379
H (-0.182, -2.904, -0.750)  0.0686
H (-1.424, -1.939, -1.519)  0.1261
H (1.445, -1.186, -0.601)  0.1312
H (-0.467, 0.458, -1.651)  0.0763
H (0.086, -1.484, 1.279)  0.1071
H (-1.107, -0.289, 0.861)  0.1541
H (1.303, 1.195, 0.776)  0.1236
H (1.350, 0.148, 2.306)  0.1120
H (-0.736, 1.081, 2.730)  0.0861
O (-0.758, 2.859, -0.825)  -0.0730
H (0.180, 2.620, -0.875)  0.0272
H (-1.007, 3.053, 0.101)  0.0432

The orbital gap comes out at 11.1012 eV. As for the structure (SMILES): C[C@@H](O)CCO.O. Its total charge is 0.

---

Most stable to least stable: B), D), C), A)

---

A) ORCA calculation (wB97M-V/def2-TZVPD) on 3 unconnected molecules or ions with the total composition C4H12O3.

Each line ends with the Löwdin charge.
CARTESIAN COORDINATES (ANGSTROEM)
C (-1.370, -1.433, 1.384)  -0.0573
C (-1.454, 0.118, 1.135)  -0.0887
C (-0.355, 0.873, 0.835)  -0.3981
C (-0.467, 2.335, 0.492)  -0.0591
O (0.891, 0.246, 0.667)  -0.0524
H (-2.345, -1.809, 1.355)  0.0470
H (-0.631, -1.766, 0.644)  0.0406
H (-0.823, -1.522, 2.281)  0.0590
H (-2.166, 0.687, 1.666)  0.0756
H (-0.417, 2.533, -0.572)  0.0784
H (-1.501, 2.630, 0.533)  0.0623
H (0.103, 3.046, 1.159)  0.1024
H (1.466, 0.746, -0.150)  0.1891
O (0.481, -1.755, -1.813)  -0.0381
H (-0.155, -1.982, -1.102)  0.0352
H (-0.081, -1.881, -2.561)  0.0347
O (2.919, 0.061, -2.031)  -0.0735
H (2.216, -0.624, -2.008)  0.0051
H (3.690, -0.504, -1.913)  0.0380

The orbital gap comes out at 9.0759 eV. As for the structure (SMILES): C/C=C(/C)O.O.O. Its total charge is 0.

---

B) ORCA calculation (wB97M-V/def2-TZVPD) on 3 unconnected molecules or ions with the total composition C4H12O3.

Each line ends with the Löwdin charge.
CARTESIAN COORDINATES (ANGSTROEM)
C (-1.330, -1.482, -1.829)  -0.0846
C (-0.358, -0.705, -0.915)  -0.1815
C (0.269, 0.474, -0.989)  -0.1084
C (0.304, 1.384, 0.226)  -0.2699
O (1.551, 2.105, 0.345)  -0.0660
H (-2.085, -0.793, -2.195)  0.0683
H (-1.870, -2.095, -1.086)  0.0674
H (-0.813, -2.207, -2.451)  0.0688
H (-0.075, -1.374, -0.088)  0.1025
H (0.233, 1.010, -1.942)  0.1062
H (-0.585, 2.016, 0.147)  0.1172
H (0.083, 0.737, 1.087)  0.0916
H (2.042, 1.358, 0.699)  0.0312
O (-1.991, 0.518, 2.300)  -0.0517
H (-2.017, 0.115, 1.425)  0.0214
H (-2.399, 1.380, 2.238)  0.0363
O (2.846, -0.516, 1.220)  -0.0451
H (3.265, -1.338, 1.535)  0.0616
H (2.929, -0.586, 0.272)  0.0346

The orbital gap comes out at 9.7248 eV. As for the structure (SMILES): C/C=C/CO.O.O. Its total charge is 0.

---

Most stable to least stable: A), B)